1.
Computed, not measured: C28H29N5O5RhS as an isolated structure, with ωB97M-V/def2-TZVPD.

Geometry as XYZ:
```
69
Properties=species:S:1:pos:R:3:lowdin_charge:R:1
Rh -0.99 -0.40 1.07 1.1753
O 0.70 -0.25 2.77 -0.1651
C 0.83 0.84 3.68 -0.2218
C 1.41 2.07 3.01 -0.1492
C 0.67 2.45 1.72 -0.1398
C -0.81 2.64 1.94 -0.2725
C -1.32 3.87 2.34 0.0105
C -2.68 4.01 2.56 -0.0253
C -3.51 2.92 2.35 -0.0407
C -2.94 1.74 1.95 -0.1275
N -1.62 1.59 1.76 -0.0199
H 1.51 -0.32 2.23 0.0387
H 1.46 0.54 4.52 0.1265
H -0.17 1.04 4.07 0.1168
H 2.46 1.90 2.76 0.1235
H 1.38 2.90 3.72 0.1244
H 0.82 1.68 0.96 0.0703
H 1.08 3.38 1.32 0.1312
H -0.64 4.70 2.48 0.1288
H -3.08 4.97 2.87 0.1206
H -4.58 2.99 2.49 0.1152
H -3.56 0.87 1.75 0.1076
C 4.21 1.89 -5.16 -0.0406
C 3.69 1.14 -3.97 -0.2576
C 4.11 -0.16 -3.70 -0.0197
C 3.63 -0.86 -2.60 -0.0449
C 2.72 -0.23 -1.76 -0.2971
C 2.29 1.07 -2.00 -0.0512
C 2.78 1.74 -3.10 -0.0280
S 2.12 -1.09 -0.34 0.6114
O 2.56 -0.36 0.84 -0.3092
O 2.50 -2.47 -0.46 -0.2802
N 0.52 -0.91 -0.37 -0.2167
C -0.29 -1.54 -1.29 -0.4037
C 0.07 -2.18 -2.48 0.0069
C -0.95 -2.71 -3.26 -0.0387
C -2.28 -2.61 -2.86 -0.0601
C -2.54 -1.98 -1.66 -0.1274
N -1.58 -1.46 -0.90 0.0056
H 4.94 1.30 -5.72 0.0788
H 4.69 2.82 -4.86 0.0881
H 3.40 2.15 -5.84 0.0861
H 4.82 -0.64 -4.37 0.1187
H 3.95 -1.87 -2.39 0.1188
H 1.58 1.54 -1.34 0.0883
H 2.45 2.76 -3.30 0.1211
H 1.10 -2.27 -2.78 0.1061
H -0.70 -3.21 -4.19 0.1179
H -3.08 -3.02 -3.46 0.1082
H -3.55 -1.87 -1.29 0.1165
C -1.68 1.98 -3.81 0.0031
O -2.32 1.36 -2.64 -0.0514
C -1.75 1.60 -1.50 -0.3016
O -0.80 2.25 -1.21 0.0926
H -2.28 1.67 -4.66 0.0973
H -0.66 1.60 -3.89 0.0921
H -1.68 3.06 -3.69 0.0993
N -1.80 -6.48 5.48 0.1965
C -1.71 -5.55 4.81 -0.1528
C -1.60 -4.40 3.96 -0.1946
C -0.60 -4.31 3.00 0.0278
C -0.53 -3.18 2.22 -0.0891
N -1.39 -2.17 2.34 -0.0502
C -2.35 -2.25 3.27 -0.0983
C -2.49 -3.34 4.10 0.0147
H 0.12 -5.11 2.87 0.1350
H 0.24 -3.08 1.46 0.1114
H -3.02 -1.40 3.34 0.1127
H -3.28 -3.37 4.84 0.1308
```

Values from the calculation:
Total charge: +1
2S+1: 5
Energy relative to the best compared isomer or geometry (same formula, charge and spin) (kcal/mol): 0.0
Orbital gap (spin up / spin down) (eV): 8.10 / 7.33


2.
Computed, not measured: an isolated ion of composition C28H29N6O2S and charge +1, with ωB97M-V/def2-TZVPD.

Geometry as XYZ:
```
66
Properties=species:S:1:pos:R:3:lowdin_charge:R:1
C -3.36 -3.59 -1.37 -0.0273
C -1.97 -3.05 -1.29 -0.2327
C -0.88 -3.92 -1.17 -0.0020
C 0.42 -3.47 -1.05 0.0144
C 0.70 -2.11 -1.03 -0.1293
C 2.03 -1.51 -0.90 -0.1828
N 2.22 -0.50 -1.72 0.0938
N 3.27 0.27 -1.63 0.0746
C 4.21 0.06 -0.72 -0.2605
N 5.12 1.04 -0.59 0.0732
C 4.80 2.33 -1.17 -0.0917
C 3.37 2.68 -0.89 -0.3443
N 2.83 2.61 0.29 0.1737
C 1.50 2.92 0.12 -0.2295
C 0.46 2.99 1.03 -0.0189
C -0.79 3.33 0.55 -0.1287
C -1.02 3.58 -0.80 -0.1121
C 0.00 3.51 -1.73 -0.0153
C 1.26 3.18 -1.26 -0.1901
N 2.48 3.04 -1.86 0.1689
C 4.21 -1.13 0.09 -0.0670
C 5.26 -1.49 0.95 -0.0083
C 5.13 -2.59 1.77 -0.0548
C 3.94 -3.33 1.77 -0.0544
C 2.91 -3.00 0.93 -0.0169
C 3.03 -1.92 0.04 -0.0772
C -0.36 -1.22 -1.20 -0.0051
C -1.65 -1.70 -1.33 -0.2374
S -2.86 -0.41 -1.52 0.8101
O -2.28 0.86 -1.79 -0.2224
O -4.09 -0.78 -2.13 -0.2416
N -3.44 -0.17 0.30 -0.1143
C -2.31 0.14 1.19 -0.1526
C -2.81 0.37 2.62 -0.1480
C -3.85 1.49 2.64 -0.1806
C -4.98 1.17 1.67 -0.1507
C -4.42 0.93 0.27 -0.1547
H -3.73 -3.81 -0.36 0.0975
H -4.04 -2.89 -1.85 0.0594
H -3.36 -4.52 -1.92 0.0967
H -1.08 -4.99 -1.18 0.1268
H 1.22 -4.19 -1.01 0.1262
H 5.70 1.04 0.23 0.1326
H 5.47 3.08 -0.74 0.1336
H 4.95 2.29 -2.26 0.1232
H 0.64 2.81 2.08 0.1102
H -1.61 3.44 1.25 0.0856
H -2.01 3.84 -1.13 0.1020
H -0.17 3.71 -2.77 0.1143
H 2.67 3.08 -2.85 0.1671
H 6.17 -0.92 0.96 0.1135
H 5.94 -2.87 2.42 0.1122
H 3.84 -4.16 2.44 0.1119
H 2.00 -3.57 0.95 0.1011
H -0.17 -0.16 -1.26 0.1166
H -3.91 -1.03 0.60 0.1736
H -1.82 1.03 0.80 0.1095
H -1.60 -0.70 1.16 0.1318
H -1.96 0.64 3.24 0.1264
H -3.25 -0.55 3.01 0.1230
H -4.24 1.61 3.65 0.1219
H -3.38 2.43 2.35 0.1060
H -5.69 2.00 1.63 0.1281
H -5.53 0.29 2.01 0.1244
H -5.21 0.66 -0.44 0.1332
H -3.90 1.81 -0.10 0.1343
```

Values from the calculation:
Total charge: +1
2S+1: 1
Orbital gap (eV): 7.21


Table of maximum force (Eh/bohr), in record order: 0.0027; 0.0331
Table of molecular weight (Da), in record order: 650.54; 513.65